(1)
Molecular formula: C30H67Ba2F3N2O34P6
Method: DFT, ωB97M-V/def2-TZVPD

Geometry as XYZ:
```
144
C30H67Ba2F3N2O34P6, DFT ωB97M-V/def2-TZVPD
Ba -1.2986 3.2036 1.0466
Ba 2.3956 -4.5863 -2.6003
C 0.1512 -0.1111 -2.1536
C -0.0740 0.7703 -1.0004
C 0.8502 0.5874 0.2511
O 0.6068 1.3932 1.1902
C 1.6670 -0.6069 0.3394
C 1.7518 -1.4268 -0.7583
C 0.9788 -1.1691 -2.0312
O 1.1178 -1.9060 -3.0625
O 2.5134 -2.4514 -0.5362
O -1.0229 1.5193 -0.9566
H -0.3569 -0.0322 -3.1033
H 2.2522 -0.7853 1.2294
C 4.2889 -3.5612 1.9361
N 4.6361 -4.2601 3.2000
O 5.8123 -4.4679 3.4661
O 3.6805 -4.6524 3.8650
H 3.3180 -3.0674 1.9764
H 4.2745 -4.4290 1.2768
H 5.0558 -2.8078 1.7561
C -1.9228 1.3281 -5.7237
N -0.5442 0.9643 -6.0498
O -0.2622 -0.1841 -6.0622
O 0.2862 1.8170 -6.3692
H -2.1832 0.5826 -4.9724
H -2.4726 1.1673 -6.6511
H -2.0458 2.3751 -5.4466
C -2.6046 -7.0855 -1.7029
O -2.7746 -5.6847 -2.0071
P -1.7760 -4.7752 -2.8586
O -0.3366 -4.7458 -2.5396
O -2.1850 -5.3126 -4.3799
C -3.4880 -5.1098 -4.8688
O -2.4817 -3.3257 -2.8630
C -2.0470 -2.2894 -3.7659
H -1.6244 -7.4238 -2.0389
H -3.4351 -7.5666 -2.2195
H -2.7152 -7.3525 -0.6519
H -4.2830 -5.4905 -4.2276
H -3.5928 -5.7345 -5.7558
H -3.7400 -4.0616 -5.0298
H -2.5786 -2.1205 -4.7024
H -1.0053 -2.4683 -4.0322
H -2.0256 -1.3590 -3.1984
C 3.3132 4.0743 0.3483
O 2.7418 3.8366 -0.8881
P 1.5590 4.8458 -1.3571
O 0.2814 4.4917 -0.6718
O 2.1834 6.3311 -1.0167
C 1.4009 7.4367 -1.4105
O 1.6699 4.6910 -2.9853
C 0.8744 3.7129 -3.6549
H 2.9163 4.9493 0.8630
H 4.3807 4.1729 0.1511
H 3.1327 3.1777 0.9414
H 2.0856 8.0756 -1.9683
H 1.1520 8.1205 -0.5990
H 0.4828 7.1971 -1.9471
H 0.2888 3.0238 -3.0464
H 1.6285 3.1698 -4.2246
H 0.1770 4.1722 -4.3554
C -6.8233 3.7150 0.7570
O -6.3046 2.8320 -0.2750
P -4.9160 3.2014 -0.9726
O -3.7579 3.3614 -0.0625
O -5.2393 4.5602 -1.8434
C -6.3972 4.6283 -2.6373
O -4.7906 2.0326 -2.1123
C -3.5605 1.9342 -2.8995
H -6.9072 3.1784 1.7021
H -7.8462 4.0350 0.5589
H -6.3428 4.6928 0.7894
H -7.3761 4.8207 -2.1983
H -6.5076 3.7441 -3.2651
H -6.2625 5.4302 -3.3632
H -3.7987 1.9160 -3.9630
H -2.9571 1.0681 -2.6275
H -2.9968 2.8664 -2.8640
C -1.5731 -6.6418 1.9323
O -0.6430 -6.5111 0.8484
P 0.9130 -6.0092 1.1019
O 1.7421 -5.6484 -0.0458
O 0.7536 -4.7982 2.1526
C 0.2130 -3.5709 1.8361
O 1.5752 -7.2673 2.0040
C 2.9494 -7.2861 2.2355
H -1.9462 -7.6659 1.9332
H -2.5557 -6.1938 1.7843
H -1.2076 -6.2294 2.8727
H -0.8232 -3.4374 2.1469
H 0.3597 -3.3424 0.7805
H 0.7076 -2.8741 2.5129
H 3.5622 -6.6520 1.5947
H 3.3347 -8.2818 2.0160
H 3.1403 -7.1133 3.2946
C -5.7292 0.2546 1.6043
O -4.8166 -0.7985 1.6281
P -3.2242 -0.4586 1.7953
O -2.8681 0.9484 1.4079
O -2.8262 -0.7603 3.3728
C -1.6138 -0.2580 3.8910
O -2.4011 -1.6353 0.9964
C -2.7229 -2.0188 -0.3049
H -6.0716 0.2927 0.5701
H -5.3809 1.2335 1.9337
H -6.5391 0.0061 2.2902
H -1.0250 -1.1236 4.1943
H -1.8037 0.2989 4.8086
H -0.9771 0.3255 3.2260
H -3.2501 -2.9687 -0.3934
H -1.7704 -2.1214 -0.8250
H -3.2535 -1.2985 -0.9277
C 3.3059 1.7076 3.5943
O 2.7569 2.7887 4.2902
P 1.1184 3.0847 4.4388
O 0.3420 3.4140 3.2402
O 1.0451 4.1742 5.6071
C 1.4117 5.5221 5.3415
O 0.4807 1.7563 5.0875
C 1.2621 0.9410 5.9639
H 3.7255 0.9906 4.2999
H 4.0886 2.1040 2.9476
H 2.5688 1.1586 3.0084
H 2.1253 5.8889 6.0792
H 0.5643 6.1699 5.5661
H 1.6997 5.7685 4.3195
H 0.6695 0.2901 6.6067
H 1.9875 1.4807 6.5726
H 1.7907 0.2199 5.3404
C 4.7728 0.8962 -1.1499
C 5.4337 0.5055 0.1086
O 5.9181 1.6999 0.7802
C 7.2195 2.1032 0.5525
O 8.1115 1.4754 -0.0493
C 7.5290 3.5692 1.0487
F 6.5638 3.9397 1.8740
F 8.6376 3.7534 1.6464
F 7.5725 4.4398 0.0498
H 4.6882 0.0258 -1.8006
H 5.4599 1.6117 -1.6015
H 3.8303 1.4244 -1.0058
H 6.2064 -0.2628 0.0802
H 4.6410 0.1713 0.7779
```

Results
Kohn-Sham gap, hartree: 0.1789
Total charge: +2
Spin multiplicity: 1
HOMO, eV: -11.7

Mulliken atomic charge list, values in e, 99 entries: Ba 2.2100; Ba 1.8632; C -0.0365; C 0.4111; C -0.0706; O -0.7366; C -0.0373; C 0.4927; C -0.2894; O -0.9005; O -1.1060; O -0.3535; H 0.2785; H 0.5981; C -0.1258; N 0.9049; O -0.5644; O -0.5044; H -0.1487; H 0.1377; H 0.2794; C -0.5509; N 0.9979; O -0.5312; O -0.5851; H 0.0166; H 0.4013; H 0.2876; C -0.6966; O -0.2240; P 0.2465; O -0.0150; O -0.3891; C -0.6134; O 0.0136; C -0.2643; H 0.3719; H 0.2886; H 0.1482; H 0.2665; H 0.3116; H 0.1756; H 0.3409; H 0.3441; H -0.3787; C -0.3844; O -0.0550; P -0.2051; O -0.0506; O -0.2687; C -0.7574; O -0.2801; C -0.2679; H 0.5628; H 0.0898; H -0.0468; H 0.2914; H 0.2835; H 0.3305; H -0.0537; H 0.2974; H 0.3220; C -0.8528; O -0.2685; P 0.4789; O 0.0536; O -0.2796; C -0.7313; O -0.4961; C -0.6454; H 0.3068; H 0.3013; H 0.3824; H 0.2639; H 0.3060; H 0.2813; H 0.4258; H 0.0093; H 0.3870; C -0.8943; O -0.1865; P 0.7972; O -0.3682; O -0.3229; C -0.2355; O -0.4294; C -0.6196; H 0.3900; H 0.3162; H 0.3607; H 0.3014; H 0.0134; H 0.2265; H 0.1394; H 0.3076; H 0.2855; C -0.7043; O -0.2501; P 0.0106

***

(2)
Molecular formula: C30H68Cl6N8O8
Method: DFT, ωB97M-V/def2-TZVPD

Geometry as XYZ:
```
120
C30H68Cl6N8O8, DFT ωB97M-V/def2-TZVPD
C -6.9321 26.8598 9.2809
N -8.2574 27.4919 9.0529
C -9.0423 27.8344 10.1174
C -10.4094 28.4486 9.7532
O -8.7467 27.6900 11.3410
H -6.1542 27.5448 8.9893
H -6.7749 25.9663 8.6659
H -6.7972 26.6589 10.3619
H -8.5112 27.7136 8.1112
H -11.1663 27.6860 9.8668
H -10.3466 28.8495 8.7322
H -10.6794 29.3043 10.3740
C -13.5954 17.5379 10.3309
N -14.0171 18.0584 9.0735
C -14.9035 19.0299 8.8771
C -15.2846 19.2794 7.4059
O -15.5058 19.6206 9.7176
H -13.4338 16.5020 10.1405
H -14.3453 17.6982 11.1021
H -12.5991 17.8246 10.6783
H -13.8193 17.4890 8.2529
H -16.3710 19.1275 7.3936
H -14.8084 18.6132 6.7089
H -15.0827 20.2987 7.1149
C -6.1862 17.1299 12.3542
N -7.2305 17.3433 11.3825
C -7.8576 16.3401 10.7236
C -8.9011 16.7425 9.7750
O -7.5671 15.1465 10.9049
H -5.1918 17.0147 11.8576
H -6.3472 16.1337 12.8080
H -6.2024 17.9460 13.0723
H -7.5907 18.2827 11.2669
H -8.7142 17.7449 9.4107
H -9.8849 16.6796 10.2380
H -8.9245 16.0332 8.9340
C -15.8043 23.2629 6.6405
N -14.9712 23.4138 7.8410
C -13.7292 23.8877 7.7850
C -13.1075 24.2950 9.1151
O -13.2152 24.1962 6.7533
H -15.7294 24.2092 6.0759
H -16.8393 23.1637 7.0070
H -15.5503 22.3790 5.9757
H -15.2477 23.0680 8.7370
H -13.4134 25.2781 9.5222
H -12.0419 24.3758 8.8746
H -13.2473 23.5278 9.8940
C -4.9411 20.6034 11.0670
N -5.6708 21.4312 11.9417
C -6.9556 21.2649 12.1948
C -7.6422 22.2529 13.1341
O -7.5390 20.3324 11.6440
H -5.1192 20.7975 10.0048
H -5.1511 19.5539 11.2127
H -3.9114 20.8390 11.2087
H -5.2059 22.1768 12.4820
H -7.0825 23.1594 13.3300
H -7.8709 21.6822 14.0537
H -8.5503 22.5008 12.5178
C -11.9409 14.8249 7.5361
N -11.1056 15.9634 7.4132
C -11.3414 16.9860 6.5979
C -10.2182 18.0177 6.5821
O -12.4174 17.0716 6.0116
H -12.9751 15.1853 7.3697
H -11.7269 14.3839 8.5198
H -11.6876 14.1641 6.7029
H -10.1529 15.8376 7.7208
H -9.2616 17.5857 6.8898
H -10.5773 18.7984 7.2863
H -10.0953 18.4279 5.5721
C -14.5862 18.7899 3.6297
N -13.4610 19.2763 4.3954
C -13.3390 20.5979 4.5889
C -12.0779 21.0136 5.3011
O -14.1595 21.4374 4.2101
H -14.4504 18.8779 2.5775
H -15.5302 19.1918 3.9640
H -14.6324 17.6651 3.7487
H -12.8337 18.5862 4.7755
H -11.3542 20.1894 5.3300
H -12.3521 21.2767 6.3235
H -11.7048 21.9597 4.8734
C -13.5067 24.3434 2.9614
N -12.4930 24.5677 3.9663
C -11.5332 25.5247 3.7702
C -10.7017 25.7081 5.0591
O -11.3742 26.1438 2.7371
H -14.4663 24.4954 3.4688
H -13.5558 23.3659 2.5219
H -13.3823 25.0699 2.1747
H -12.7247 24.2788 4.8989
H -10.3459 26.7454 5.0535
H -9.8607 24.9758 5.0651
H -11.3750 25.5679 5.8607
Cl -9.9736 24.8601 11.1031
C -10.8633 25.8183 12.4734
C -10.2369 25.4930 13.7663
Cl -10.6661 23.7720 14.2433
H -11.9407 25.5899 12.4753
H -10.6270 26.8627 12.2097
H -10.7390 26.1342 14.5134
H -9.1901 25.7251 13.7346
Cl -14.0138 22.1684 13.1049
C -13.1834 20.6386 12.7127
C -11.7999 20.6223 13.3832
Cl -11.1681 18.9659 13.1424
H -13.1542 20.5055 11.6115
H -13.7857 19.8300 13.0988
H -11.8437 20.8492 14.4465
H -11.1177 21.2602 12.8179
Cl -11.8277 21.0487 9.0954
C -10.3476 22.0466 9.1135
C -9.9829 22.2812 7.6545
Cl -8.3619 23.0460 7.7818
H -9.5551 21.3821 9.5753
H -10.6062 22.9451 9.7250
H -10.7037 22.9035 7.1763
H -9.9193 21.3699 7.1010
```

Results
Kohn-Sham gap, hartree: 0.3284
Energy above the lowest of the compared OMol25 structures with the same formula, charge and spin, kcal per mole: 0.00
Spin multiplicity: 1
HOMO, eV: -8.7

Mulliken atomic charge list, values in e, 99 entries: C -0.8447; N -0.1392; C 0.7970; C -0.9623; O -0.6542; H 0.3694; H 0.2482; H 0.2586; H 0.1780; H 0.0683; H 0.4181; H 0.3014; C -0.9304; N 0.0553; C 0.7218; C -0.3949; O -0.6685; H 0.4092; H 0.3731; H 0.1035; H 0.0218; H 0.3130; H 0.1599; H -0.1778; C -1.1055; N 0.1223; C 0.4117; C -0.5002; O -0.7193; H 0.2939; H 0.3783; H 0.3256; H 0.2086; H 0.2353; H 0.1672; H 0.1628; C -0.7286; N -0.0895; C 0.4656; C -0.6428; O -0.6553; H 0.2301; H 0.3883; H 0.0977; H 0.2366; H 0.4244; H -0.1048; H 0.1590; C -0.6960; N -0.1635; C 0.3598; C -0.3583; O -0.6716; H 0.2454; H 0.0763; H 0.3859; H 0.2656; H 0.4277; H 0.2447; H -0.2154; C -0.9844; N 0.0266; C 0.6526; C -0.7591; O -0.7715; H 0.3283; H 0.2925; H 0.3514; H 0.1579; H 0.5822; H -0.1646; H 0.4153; C -1.1368; N 0.0920; C 0.0538; C 0.2377; O -0.6516; H 0.3810; H 0.3374; H 0.3030; H 0.2069; H 0.0467; H -0.3280; H 0.4055; C -0.9933; N 0.1227; C 0.7222; C -0.7193; O -0.6846; H 0.2647; H 0.2192; H 0.4297; H 0.2145; H 0.3189; H 0.1983; H 0.1497; Cl -0.0718; C -0.5270; C -0.6338

***

(3)
Molecular formula: C30H68N9O4P2
Method: DFT, ωB97M-V/def2-TZVPD

Geometry as XYZ:
```
113
C30H68N9O4P2, DFT ωB97M-V/def2-TZVPD
C 1.6708 2.4328 -0.4844
C 1.4296 2.4627 1.0782
C 2.7406 2.4248 1.9603
C 3.8191 1.3519 1.5163
C 3.8222 0.0317 2.4082
C 2.8644 -1.0265 1.7069
C 3.6385 -1.6645 0.4798
C 2.7363 -2.8773 -0.0519
C 1.3490 -2.3374 -0.6364
C 0.2080 -3.3761 -0.2632
C -0.9809 -2.7760 0.5391
N -1.5420 -1.5365 0.5654
C -2.6545 -1.5048 1.4490
C -3.6206 -0.3579 1.8539
C -4.0405 0.6026 0.6718
C -3.9810 2.1204 1.2011
O -3.1716 0.5414 -0.4770
C -2.7365 -2.8334 2.0105
C -3.6815 -3.4764 3.0651
N -1.6735 -3.5863 1.4321
O -1.3691 -4.8878 1.6969
C -0.4120 -4.8382 2.7090
N 0.4346 -4.6918 3.4703
H 0.7894 2.9154 -0.9992
H 2.6517 2.8577 -0.8173
H 1.6451 1.3469 -0.8125
H 0.6753 1.6855 1.4158
H 0.9271 3.4569 1.3016
H 3.2316 3.4267 2.0675
H 2.4105 2.1274 3.0052
H 4.8334 1.8310 1.6894
H 3.7954 1.0743 0.4307
H 4.8610 -0.4117 2.4014
H 3.4285 0.2032 3.4471
H 2.5657 -1.8811 2.3841
H 1.9197 -0.4813 1.4303
H 3.7679 -0.9576 -0.3860
H 4.6001 -2.1134 0.8438
H 2.6096 -3.5767 0.8201
H 3.2691 -3.4396 -0.8783
H 1.4687 -2.3770 -1.7599
H 1.1302 -1.2750 -0.3558
H 0.6209 -4.2427 0.3242
H -0.2065 -3.8119 -1.2171
H -1.2268 -0.7330 0.0190
H -3.2064 0.1864 2.7451
H -4.5700 -0.8557 2.2206
H -5.0880 0.3615 0.3244
H -5.0324 2.5095 1.3219
H -3.3885 2.2191 2.1530
H -3.4486 2.7552 0.4379
H -3.6931 0.6159 -1.2968
H -3.7488 -2.8951 4.0279
H -3.2115 -4.4677 3.3485
H -4.6967 -3.7400 2.6505
O 6.2002 -4.7072 -0.9893
P 7.3739 -5.2799 -1.7826
N 7.9646 -3.7226 -2.2695
C 8.7205 -3.3998 -3.4711
C 8.4673 -2.8926 -1.1717
N 6.3412 -5.9103 -3.0324
C 6.2374 -5.3053 -4.3475
C 5.0042 -6.3287 -2.6106
N 8.7555 -6.0572 -2.5758
C 8.5694 -7.4308 -3.0912
C 9.8841 -6.1580 -1.6150
H 9.7493 -3.7805 -3.4383
H 8.7839 -2.3157 -3.5958
H 8.2566 -3.7567 -4.3837
H 9.5123 -3.1269 -0.9305
H 7.8781 -3.0278 -0.2641
H 8.4111 -1.8319 -1.4302
H 5.9023 -4.2628 -4.3010
H 5.5356 -5.8581 -4.9796
H 7.1856 -5.3715 -4.8848
H 4.3223 -5.4744 -2.5134
H 5.0412 -6.8524 -1.6546
H 4.5713 -7.0283 -3.3321
H 8.1269 -8.0889 -2.3389
H 9.5279 -7.8573 -3.4011
H 7.9501 -7.4554 -3.9849
H 9.6358 -6.8189 -0.7791
H 10.1447 -5.1833 -1.1994
H 10.7826 -6.5354 -2.1066
O -7.2575 5.8310 -1.5556
P -8.0066 6.4144 -0.3600
N -6.6809 7.4151 0.1410
C -6.3804 7.8745 1.4890
C -6.3392 8.4867 -0.7987
N -7.9555 4.9130 0.5190
C -7.0794 4.6951 1.6525
C -7.9736 3.6943 -0.2906
N -9.0151 7.0979 0.9277
C -10.0923 6.2495 1.4815
C -9.7054 8.3121 0.4220
H -7.0888 8.6336 1.8448
H -5.3852 8.3256 1.5197
H -6.3448 7.0754 2.2214
H -6.9657 9.3752 -0.6470
H -6.4608 8.1664 -1.8338
H -5.2948 8.7869 -0.6814
H -6.0229 4.8267 1.3900
H -7.2032 3.6864 2.0614
H -7.3455 5.3490 2.4856
H -6.9812 3.4614 -0.6973
H -8.6744 3.7859 -1.1208
H -8.3069 2.8381 0.3051
H -10.7076 5.8097 0.6922
H -10.7420 6.8348 2.1388
H -9.7058 5.4501 2.1097
H -10.4080 8.0644 -0.3794
H -8.9962 9.0406 0.0260
H -10.2497 8.8142 1.2240
```

Results
Kohn-Sham gap, hartree: 0.2536
Total charge: +1
Spin multiplicity: 1
HOMO, eV: -9.6

Mulliken atomic charge list, values in e, 99 entries: C -0.8676; C -0.2067; C -0.7621; C -0.4195; C -0.8183; C 0.1141; C -0.6668; C -0.6172; C 0.0772; C -0.6836; C 0.0562; N 0.1558; C 0.2032; C -1.0710; C 0.4486; C -1.1238; O -0.5651; C 0.2137; C -1.2334; N 0.3919; O -0.3642; C 0.5318; N -0.3476; H 0.3250; H 0.3201; H 0.0591; H 0.0550; H 0.3980; H 0.3255; H 0.2841; H 0.3457; H 0.2145; H 0.3701; H 0.3196; H 0.3344; H -0.2279; H 0.2307; H 0.3157; H 0.4547; H -0.0688; H 0.4661; H -0.3115; H 0.4157; H 0.3844; H 0.3029; H 0.3196; H 0.3478; H 0.4837; H -0.0002; H 0.3969; H 0.3728; H 0.2932; H 0.3408; H 0.3483; H 0.3142; O -0.7582; P 0.9683; N 0.1007; C -0.8085; C -1.1668; N 0.1838; C -1.1881; C -1.1016; N -0.0900; C -0.9470; C -1.0970; H 0.2706; H 0.3748; H 0.1737; H 0.3262; H 0.2907; H 0.3758; H 0.2844; H 0.4310; H 0.3462; H 0.2997; H 0.3105; H 0.3853; H 0.3452; H 0.3717; H 0.2706; H 0.3838; H 0.2583; H 0.4153; O -0.8090; P 0.9602; N 0.0349; C -0.8037; C -1.0900; N 0.2220; C -1.2827; C -1.0123; N -0.0958; C -0.9349; C -1.1116; H 0.2660; H 0.3844; H 0.1883; H 0.3335